# 1
ORCA calculation (ωB97M-V/def2-TZVPD) on a structure of composition C28H31I2N8O3RuSSbSe4 at a distorted geometry.

XYZ file:
```
79
Properties=species:S:1:pos:R:3:forces:R:3:mulliken_charge:R:1
Ru 1.0157 1.9024 0.2321 -2.30 -0.07 2.66 0.375
I 1.0120 2.9146 -2.0094 1.44 1.72 -1.94 0.244
C -0.1312 4.6362 -2.4533 -1.15 -1.35 -0.12 -0.966
I -1.5121 3.1764 -3.2733 -3.30 1.45 -1.61 -0.002
H 0.3448 5.2577 -3.1956 0.14 -0.08 -0.12 0.466
H -0.4913 5.1832 -1.5965 -0.21 -0.06 0.10 0.304
C 1.0909 2.9412 4.0057 -0.14 0.04 0.10 -0.820
N 2.4900 3.0910 3.6656 0.46 0.01 -0.32 0.352
C 3.5919 2.5789 4.3456 -0.50 -0.01 0.22 -0.208
C 4.6804 2.8347 3.6038 0.10 0.21 -0.54 -0.610
N 4.2470 3.5033 2.4678 -0.27 -0.26 0.63 0.295
C 2.9069 3.6510 2.4989 0.27 -0.39 0.62 -0.288
S 1.8954 4.3783 1.3606 -0.86 -0.78 -0.81 -0.364
H 0.9915 2.4461 4.9701 0.16 0.05 0.00 0.273
H 0.6037 2.3344 3.2465 -0.03 -0.07 -0.06 0.230
H 0.6037 3.9139 4.0284 0.05 0.05 0.05 0.305
H 3.4925 2.0809 5.2955 -0.02 -0.01 -0.11 0.430
H 5.7075 2.5463 3.7198 0.08 0.01 0.02 0.398
H 4.8609 3.7681 1.7032 0.14 0.05 -0.34 0.182
C 2.1659 -2.3396 1.7537 0.19 -0.07 0.01 -0.701
C 0.8430 -2.0304 2.0042 -0.30 0.02 0.17 -0.412
C 0.4818 -0.7044 2.1124 -0.21 0.18 0.08 -0.370
N 1.3529 0.3101 2.0318 -0.14 0.01 -0.65 0.218
C 2.6428 -0.0201 1.8969 -0.06 0.18 -0.01 0.600
C 3.0939 -1.3164 1.7161 -0.04 0.04 0.15 -1.001
H 2.4804 -3.3664 1.6097 -0.03 0.04 -0.02 0.379
H 0.0831 -2.7934 2.1003 0.02 -0.01 -0.07 0.470
H -0.5526 -0.4301 2.2846 -0.04 0.00 -0.13 0.298
H 3.3032 0.8293 1.9137 0.40 -0.09 -0.01 0.183
H 4.1394 -1.5120 1.5435 0.18 0.09 -0.02 0.272
C -2.2187 -6.2031 -2.4213 0.01 0.17 0.15 -1.516
C -2.4245 -4.8942 -1.6966 0.00 -0.11 -0.05 0.991
C -2.0906 -4.7725 -0.3504 -0.01 0.07 0.03 -1.050
C -2.2711 -3.5838 0.3390 -0.02 0.03 -0.06 -0.254
C -2.7925 -2.4756 -0.3250 -0.01 -0.08 0.14 0.085
N -2.9604 -1.2214 0.3138 0.00 0.01 -0.02 0.034
C -3.2328 -1.0488 1.6381 -0.29 -0.11 -0.09 0.029
O -3.4875 -1.9485 2.4206 0.20 0.20 -0.02 -0.695
N -3.2841 0.2758 2.0797 0.23 0.19 -0.17 -0.006
C -2.7018 1.4681 1.6050 0.11 -0.81 -0.26 0.552
C -3.1219 2.6478 2.1771 -0.17 0.12 0.11 -0.549
C -2.5203 3.8210 1.7788 0.19 0.38 -0.14 -1.039
C -1.5150 3.7723 0.8347 -0.04 0.64 -0.12 -0.766
N -1.1182 2.6517 0.2383 -0.66 -0.49 1.19 0.355
C -1.6895 1.5160 0.6268 -0.65 -0.59 0.07 0.124
C -3.1351 -2.5841 -1.6645 -0.09 0.08 -0.06 -0.418
C -2.9527 -3.7821 -2.3396 0.02 0.00 0.08 -0.700
H -2.6276 -7.0288 -1.8356 0.01 -0.02 -0.08 0.383
H -1.1535 -6.3963 -2.5697 -0.04 -0.03 -0.04 0.296
H -2.7056 -6.1917 -3.3966 0.02 -0.03 0.02 0.354
H -1.6796 -5.6290 0.1759 -0.03 0.05 -0.02 0.360
H -2.0374 -3.5150 1.3900 0.02 -0.03 -0.01 0.602
H -3.0712 -0.4312 -0.3061 0.19 -0.02 -0.04 0.452
H -3.6648 0.3437 3.0077 -0.04 -0.19 0.08 0.280
H -3.9177 2.6410 2.9148 0.05 0.02 -0.02 0.437
H -2.8137 4.7750 2.1951 -0.01 -0.02 0.00 0.430
H -1.0144 4.6786 0.5269 0.12 0.07 0.07 0.243
H -1.3449 0.6232 0.1154 -0.04 0.03 -0.03 0.279
H -3.5569 -1.7266 -2.1772 0.05 0.00 -0.05 0.394
H -3.2419 -3.8533 -3.3819 0.02 0.03 -0.01 0.298
Se 6.8854 3.1070 -0.0397 -0.42 0.50 0.26 -0.661
Sb 5.2415 1.2960 -0.2351 2.87 -2.20 -0.35 0.593
Se 2.9921 1.9909 -0.7626 5.23 -0.83 -0.02 0.059
Se 6.1196 -0.5674 -1.5756 -0.72 0.24 -0.68 -0.684
Se 6.5972 0.3524 1.6356 -0.32 0.43 1.18 -0.471
C -1.6278 -1.8460 -5.5703 0.08 -0.01 -0.01 -1.212
N -0.9767 -1.3630 -4.3665 -0.10 0.06 0.18 0.320
C 0.2520 -1.8426 -4.0055 -0.09 -0.10 -0.14 -0.234
C 0.8369 -1.4934 -2.8537 -0.05 0.09 0.59 -1.391
C 0.0897 -0.6234 -1.9481 -0.42 0.38 -1.36 -0.111
O 0.5553 -0.3262 -0.8275 0.68 1.05 1.52 0.571
N -1.0656 -0.0743 -2.3730 -0.04 -0.26 0.11 0.301
C -1.5880 -0.3588 -3.5887 0.16 0.45 -0.08 0.107
O -2.5529 0.2594 -4.0627 -0.02 -0.34 0.18 -0.810
H -1.8082 -2.9220 -5.5009 0.06 0.01 0.01 0.361
H -1.0192 -1.6450 -6.4545 -0.02 0.02 0.01 0.373
H -2.5778 -1.3324 -5.6664 0.00 0.08 0.00 0.322
H 0.7271 -2.4969 -4.7282 -0.03 0.00 0.04 0.464
H 1.8311 -1.8074 -2.5721 -0.01 -0.08 -0.05 0.586
```
Positions in Å, forces in eV/Å.

Energy: -345143.8658 eV
Molecular weight: 1352.154 g/mol
Charge: -1
2S+1: 2



# 2
ORCA calculation (ωB97M-V/def2-TZVPD) on a structure of composition C28H31N5O2SbSe4W at a distorted geometry.

XYZ file:
```
72
Properties=species:S:1:pos:R:3:forces:R:3:mulliken_charge:R:1
W 0.1793 -0.2383 -0.3387 -0.47 0.95 -0.02 1.795
C 3.9115 -0.6338 0.9990 -0.05 -0.03 0.09 -1.546
N 2.5945 -0.8576 1.5890 0.29 0.15 0.17 1.231
C 2.3797 -2.2618 1.9297 -0.06 0.12 -0.06 -0.771
C 2.7412 -3.2175 0.8000 -0.20 -0.09 0.04 -0.924
C 2.2330 -2.9050 -0.6118 -0.14 0.03 0.00 -1.399
N 0.8616 -2.3884 -0.7387 -0.06 -0.16 0.03 0.140
C -0.0285 -3.2286 -1.1313 -0.39 0.29 -0.12 0.032
C -1.4068 -2.8829 -1.5177 0.74 -0.28 0.55 0.505
C -2.4264 -3.7879 -1.2513 -0.31 0.00 0.03 -0.540
C -3.7495 -3.3849 -1.3539 0.18 -0.06 -0.05 -0.767
C -4.0344 -2.1011 -1.8026 -0.02 0.05 -0.03 -0.498
C -3.0245 -1.2082 -2.1353 -0.08 -0.13 -0.19 -0.569
C -1.7041 -1.5834 -1.9393 0.42 0.19 -0.18 0.383
O -0.6821 -0.7028 -2.0819 -0.32 -0.12 0.12 -0.871
C 2.5057 -0.0070 2.7967 -0.07 -0.12 -0.15 -1.581
C 1.0960 0.3124 3.2612 0.06 -0.09 0.04 0.115
C 0.3817 1.3504 2.3898 -0.12 0.18 0.25 -0.972
N 0.7593 1.2790 0.9781 1.12 0.11 -0.52 0.772
C 1.4864 2.3285 0.5557 -0.43 -0.30 0.41 -0.695
C 2.1888 2.4787 -0.6814 0.18 0.22 -0.34 1.485
C 2.7452 3.7163 -1.0641 -0.11 -0.11 0.12 -1.289
C 3.4186 3.8674 -2.2645 0.05 0.05 -0.08 -0.700
C 3.5728 2.7857 -3.1313 -0.16 -0.14 0.24 -0.703
C 3.0569 1.5404 -2.7660 0.21 0.47 -0.28 -0.639
C 2.3883 1.3973 -1.5644 -0.32 -1.06 0.57 -0.175
O 1.9548 0.1785 -1.1856 0.24 0.50 -0.80 -0.708
H 4.7188 -0.9809 1.6671 0.03 0.03 0.00 0.360
H 4.0433 0.4327 0.8232 0.00 0.03 -0.02 0.366
H 4.0186 -1.1282 0.0382 0.00 0.00 0.04 0.298
H 1.3341 -2.4019 2.2102 -0.04 0.05 -0.03 0.043
H 2.9762 -2.5415 2.8145 0.07 -0.02 -0.01 0.510
H 2.3707 -4.2034 1.0919 0.00 0.01 0.03 0.491
H 3.8290 -3.2983 0.7313 0.00 -0.09 -0.06 0.344
H 2.2856 -3.8262 -1.1975 0.13 -0.01 -0.02 0.745
H 2.8694 -2.1755 -1.1089 -0.04 0.07 0.03 0.253
H 0.2234 -4.2914 -1.1552 0.09 0.05 -0.16 0.416
H -2.1875 -4.7650 -0.8506 0.01 0.03 -0.04 0.512
H -4.5408 -4.0478 -1.0351 -0.02 0.00 -0.03 0.374
H -5.0651 -1.7731 -1.8580 0.00 -0.01 -0.03 0.350
H -3.2474 -0.2107 -2.4906 0.00 0.05 0.09 0.518
H 3.0300 0.9280 2.5833 0.01 0.00 -0.04 0.530
H 3.0571 -0.5039 3.6101 0.01 0.06 0.06 0.534
H 1.1487 0.7136 4.2766 0.02 0.02 0.00 0.657
H 0.5139 -0.5992 3.3638 -0.11 -0.06 -0.08 -0.373
H 0.6474 2.3502 2.7485 0.00 0.00 0.03 0.603
H -0.6999 1.2454 2.4985 0.03 -0.08 -0.07 -0.044
H 1.5232 3.1906 1.2187 0.02 0.00 0.01 0.227
H 2.6385 4.5613 -0.3917 -0.01 0.01 -0.03 0.431
H 3.8311 4.8339 -2.5274 -0.01 -0.01 0.01 0.397
H 4.0951 2.9037 -4.0717 0.02 0.01 0.01 0.415
H 3.1764 0.6680 -3.3954 -0.02 -0.01 0.01 0.490
Se -2.2977 -4.6421 2.2018 -0.11 0.30 0.30 -0.621
Sb -2.6972 -2.4356 3.1472 -0.43 -0.48 0.36 0.602
Se -1.0990 -1.2290 1.2865 -0.30 0.02 0.20 -0.340
Se -4.7656 -1.3000 2.5783 0.29 -0.28 0.18 -0.570
Se -1.4643 -1.8137 5.1247 -0.19 -0.06 -0.19 -0.619
N -1.8681 3.1135 -2.1276 -0.11 -0.08 0.15 -0.003
C -0.8757 2.2721 -1.7697 0.09 0.16 0.02 -0.732
N -1.2048 1.5044 -0.7631 0.35 -0.41 -0.39 0.645
C -2.5251 1.8390 -0.4328 0.08 -0.09 0.11 -0.283
C -3.3999 1.3260 0.5251 0.03 0.06 -0.01 0.214
C -4.6743 1.8485 0.5619 -0.08 0.10 -0.08 -0.875
C -5.0861 2.8734 -0.3101 -0.01 -0.13 0.14 -0.511
C -4.2264 3.4005 -1.2490 0.11 0.00 -0.02 -1.179
C -2.9459 2.8550 -1.2912 -0.03 0.18 -0.19 0.922
H -1.8153 3.7949 -2.8620 -0.01 0.00 0.00 0.240
H 0.0759 2.2540 -2.2798 -0.04 -0.04 0.00 0.523
H -3.1242 0.5393 1.2143 0.03 -0.03 -0.08 -0.141
H -5.3670 1.4293 1.2801 -0.01 0.05 0.02 0.366
H -6.0983 3.2523 -0.2463 0.01 -0.01 0.02 0.388
H -4.5297 4.1927 -1.9214 0.00 -0.01 -0.01 0.420
```
Positions in Å, forces in eV/Å.

Energy: -310837.0704 eV
Molecular weight: 1091.029 g/mol
Charge: -1
2S+1: 3



# 3
ORCA calculation (ωB97M-V/def2-TZVPD) on a structure of composition C28H31N6O6S7Se2Sm at a distorted geometry.

XYZ file:
```
81
Properties=species:S:1:pos:R:3:forces:R:3:mulliken_charge:R:1
Sm 0.5810 -1.3134 0.5935 1.25 -1.44 0.18 0.459
S -1.4349 -3.2333 -0.0547 0.18 0.01 0.02 -0.327
C -0.8771 -4.5240 0.9872 1.80 0.59 0.07 0.486
C -1.8722 -5.3955 1.4700 -0.70 -0.48 0.65 -0.096
N -2.7077 -6.0876 1.8622 0.09 -0.01 -0.07 -0.580
C 0.4515 -4.7295 1.3708 -1.85 -0.34 0.50 0.362
S 1.8393 -3.9673 0.7397 0.45 0.17 -1.34 -0.144
C 0.7278 -5.5145 2.5602 0.49 -0.77 0.25 0.025
N 1.1221 -6.0616 3.5093 -0.59 0.60 -0.87 -0.690
C 6.4608 -1.4190 -2.8786 -1.11 -0.91 -0.45 -0.948
Se 4.6829 -0.6398 -2.8799 -0.67 -0.39 -0.50 0.065
C 3.6673 -2.2104 -3.6090 0.02 0.61 0.12 -0.664
C 2.1968 -1.8005 -3.8758 0.21 -0.64 -1.57 -0.603
Se 0.8491 -2.8129 -2.8447 -0.71 0.53 0.64 0.107
C 1.0052 -4.8128 -2.9330 0.15 0.59 -0.65 -0.874
H 7.0783 -0.5836 -2.7019 1.03 0.80 0.13 0.316
H 6.6535 -1.8747 -3.8628 0.12 0.14 0.51 0.301
H 6.5259 -2.1241 -2.0545 0.19 -0.14 -0.14 0.280
H 3.6765 -2.9420 -2.8081 0.21 -0.25 -0.09 0.407
H 4.1884 -2.5847 -4.5115 -0.31 0.20 0.51 0.368
H 1.8941 -1.9513 -4.9586 0.68 0.34 1.16 0.306
H 2.0358 -0.7224 -3.6468 -0.24 -0.85 0.10 0.169
H 1.4434 -5.1368 -1.9733 -0.28 0.01 -0.58 0.212
H 1.5976 -5.0997 -3.8234 -0.16 0.07 0.63 0.336
H -0.0431 -5.1534 -3.0994 0.86 0.28 0.40 0.294
N 2.2309 -3.0230 3.6598 -0.86 1.09 -0.86 -0.347
C 1.7608 -2.5060 2.6909 -0.44 0.11 1.77 0.023
H 2.1642 -3.9345 4.0520 0.29 -0.75 0.23 0.315
O -0.6351 -0.3665 2.2390 -1.58 1.20 1.82 -0.214
S -1.6550 -0.0005 3.3768 0.19 -0.15 -1.70 0.156
C -1.7254 1.8399 3.4331 1.71 1.32 0.00 -0.345
C -2.4563 2.3084 2.1739 -0.38 -1.00 0.04 -0.443
C -3.7156 1.4128 2.2107 -0.98 0.47 -1.43 -0.699
C -3.3005 -0.0724 2.4917 -1.11 0.75 -0.04 -0.248
H -0.6528 2.2413 3.4727 -1.34 -0.84 0.09 0.088
H -2.2583 2.2292 4.3344 0.36 -0.86 -0.41 0.417
H -1.8391 2.0349 1.2910 -0.40 0.57 0.37 0.116
H -2.7332 3.3880 2.2250 0.45 -0.83 -0.22 0.382
H -4.3397 1.5295 1.2458 1.07 -0.52 1.36 0.321
H -4.3823 1.7967 2.9963 0.21 -0.27 0.01 0.344
H -3.1319 -0.5962 1.5302 0.17 -0.03 0.72 0.125
H -4.1322 -0.5757 3.0860 1.50 0.34 -0.62 0.365
S 6.9222 3.5056 1.4960 0.33 -0.11 -0.55 -0.466
C 5.7141 2.3854 1.7001 -0.47 0.28 1.40 0.229
S 5.6798 0.9036 0.7618 -1.11 0.95 1.11 -0.068
C 4.1925 0.4630 1.6027 -1.14 0.33 1.79 0.266
N 3.7942 1.3156 2.5669 1.17 -1.37 -2.09 -0.870
N 4.6673 2.4066 2.6466 1.16 -1.69 -2.05 0.541
C 4.2348 3.4630 3.4593 0.02 0.29 0.22 0.539
C 2.8904 3.4318 3.9221 0.78 -0.69 -0.14 -0.404
C 2.3313 4.6233 4.3191 0.56 -0.06 -0.27 -0.386
C 3.1355 5.7514 4.4285 0.16 0.73 -0.07 -0.367
C 4.5133 5.7317 4.1778 -0.67 -0.32 -0.24 -0.571
C 5.0943 4.5516 3.6844 -0.63 0.32 0.02 -0.536
S 3.4757 -1.0923 1.3224 0.79 0.81 -0.36 -0.347
H 2.3543 2.4675 3.9833 0.28 0.85 -0.61 0.458
H 1.2585 4.6718 4.3588 -0.28 0.17 0.67 0.344
H 2.6621 6.6958 4.6711 0.06 0.04 0.05 0.335
H 5.0451 6.6900 4.2172 0.07 -0.62 0.19 0.324
H 6.1331 4.4610 3.3457 -0.73 0.35 0.44 0.255
N -2.8626 -0.5456 -3.2467 -0.37 -0.30 -0.69 -0.331
C -4.1347 -0.0192 -3.4631 -1.46 0.68 0.17 0.648
C -4.4647 1.2536 -2.8484 -0.74 -1.97 -1.44 -0.514
C -5.7472 1.7634 -2.9049 -0.42 -1.14 -0.36 -0.604
C -6.7767 1.0017 -3.5337 1.22 -0.56 -1.71 -0.042
C -6.4762 -0.1769 -4.2691 0.99 1.51 1.77 -0.562
C -5.1587 -0.6866 -4.2268 0.48 0.25 0.27 -0.435
S -8.4183 1.6541 -3.4822 0.32 0.83 1.64 1.187
O -8.6284 2.6204 -4.5622 0.44 -0.03 0.44 -0.692
O -9.3719 0.5536 -3.5837 0.34 -0.10 0.33 -0.704
O -8.1970 2.2328 -2.1202 -1.92 0.06 -1.12 -0.727
H -2.3140 -0.1104 -2.5129 -0.05 -0.52 -0.15 0.111
H -2.7607 -1.5507 -3.4048 0.16 0.79 0.39 0.185
H -3.7301 1.7989 -2.3231 0.98 0.40 0.53 0.490
H -5.9779 2.6918 -2.3774 -0.10 -0.41 -0.38 0.355
H -7.3113 -0.6828 -4.7294 0.12 -0.17 -0.23 0.414
H -4.9526 -1.6245 -4.7888 0.11 0.69 0.64 0.247
O 1.6192 0.3463 -0.7438 -0.73 0.44 -0.46 -0.499
C 0.5402 0.6250 -1.3559 1.27 0.06 -0.28 0.220
O -0.5490 0.0833 -1.0550 -0.50 0.19 -0.07 -0.324
H 0.6332 1.3344 -2.2178 -0.40 -0.28 0.45 0.379
```
Positions in Å, forces in eV/Å.

Energy: -275209.0907 eV
Molecular weight: 1080.341 g/mol
Charge: -2
2S+1: 6